(1)
Density functional theory data (wB97M-V/def2-TZVPD) for the molecule C21H27N3O4S.

```
56
Properties=species:S:1:pos:R:3
N 5.11 -0.23 0.78
C 2.95 -1.88 -1.42
H -3.06 -2.08 0.18
H -1.82 0.01 -0.37
H -2.97 -0.43 -1.65
H 3.94 0.11 2.52
C 0.61 -1.89 -0.87
O -3.77 3.31 0.19
C 3.28 -1.68 -0.09
H -1.36 3.40 0.66
H -6.63 -2.39 0.33
C -5.62 0.03 0.09
C 1.62 -2.00 -1.81
H 0.15 -1.62 1.21
O 5.69 2.13 0.28
C 1.24 1.37 -1.69
H 3.73 -1.95 -2.16
H -5.42 2.05 -0.68
O 5.46 0.51 -1.57
C -2.87 -0.08 -0.62
C 1.24 2.17 0.58
H 0.73 2.59 1.44
H -5.06 0.76 -1.86
C 2.59 1.15 -1.62
C 4.73 -1.55 0.31
C -1.58 2.37 0.37
H 1.38 -2.16 -2.84
H 4.99 -2.27 1.09
H 5.53 -0.64 2.77
O -0.80 1.97 -0.73
C 2.61 1.96 0.64
H -1.41 1.71 1.24
H 0.68 1.17 -2.59
H 5.36 -1.74 -0.57
N -4.94 -1.24 -0.06
H 3.15 0.77 -2.46
H 2.50 -1.47 1.90
S 5.01 1.02 -0.31
C 2.26 -1.60 0.85
H -6.66 -0.09 -0.20
C -5.60 -2.30 0.68
H -5.61 -2.11 1.76
C 0.54 1.86 -0.58
C 4.98 0.09 2.18
H -0.42 -1.98 -1.17
N -3.55 1.18 -0.50
H -5.58 0.39 1.14
C 3.27 1.42 -0.44
H -3.43 -0.79 1.36
C -4.96 1.07 -0.82
H 3.16 2.22 1.53
H -5.09 -3.24 0.49
C 0.94 -1.69 0.46
C -3.55 -1.11 0.30
H 5.42 1.07 2.31
C -3.07 2.33 0.01
```

Properties
energy relative to the best compared isomer or geometry (same formula, charge and spin): 70.7 kcal per mole
HOMO-LUMO gap: 9.425 eV

---

(2)
Density functional theory data (wB97M-V/def2-TZVPD) for a cluster of 2 separate species, C4H13NO2S in total.

```
21
Properties=species:S:1:pos:R:3
S -1.83 1.21 -0.90
O 2.72 1.60 0.58
H -2.02 -0.09 -2.82
H 0.05 -2.50 -0.31
C 0.32 -1.49 -0.51
H -0.72 -0.33 0.86
H 2.91 0.86 1.17
H -2.28 -1.00 -1.35
C 0.92 -0.95 1.79
C -1.62 -0.36 -1.85
H -0.28 -1.93 -2.44
N 0.23 -0.56 0.58
H 0.59 -1.92 2.13
H 1.98 -0.78 1.68
H 1.83 1.36 0.29
H 0.47 -0.34 -2.31
H -0.78 1.92 -1.33
H 1.39 -1.58 -0.74
C -0.24 -1.01 -1.86
H 0.59 0.81 2.56
O 0.45 -0.10 2.85
```

Properties
energy relative to the best compared isomer or geometry (same formula, charge and spin): 20.6 kcal per mole
HOMO-LUMO gap: 9.710 eV

---

(3)
Density functional theory data (wB97M-V/def2-TZVPD) for a structure of composition C40H43ClIN3O5PSe2Ti.

```
97
Properties=species:S:1:pos:R:3
C -0.62 -1.27 -4.41
H -0.64 1.99 -3.60
H 1.95 0.42 4.37
Se -1.80 -1.21 -0.31
I -0.23 6.17 2.95
C -2.00 -2.74 -5.71
H -4.55 4.78 -3.66
H -2.44 -3.02 -6.66
H 1.46 6.36 0.31
Se 1.51 -0.23 -1.83
H 4.69 -2.05 4.50
H 4.11 1.32 3.28
H -6.47 2.06 -4.65
C -0.20 -1.49 3.82
H 2.49 4.66 -1.20
H -3.92 4.43 -5.26
H -2.86 -4.40 -4.65
H 4.49 -2.78 2.91
H 0.70 -5.65 1.13
C -0.84 -1.64 5.03
C -3.06 0.98 -3.22
C 4.07 0.42 3.89
C 0.31 -3.91 -0.06
P -0.13 -1.62 -1.66
C -2.19 0.29 4.60
C -1.68 -3.17 -3.37
H -3.12 3.23 1.98
H -1.86 -3.75 -2.47
H -4.00 2.06 3.00
C 1.83 -5.67 -0.69
H 2.80 -2.82 1.70
H -0.07 3.11 2.64
C 1.34 5.30 0.49
C -1.20 -1.62 -5.62
C -5.29 0.44 -3.88
H 5.01 0.37 4.45
H 2.97 -0.31 5.61
Ti -0.15 0.74 0.41
O -2.29 3.25 -3.61
C 0.63 4.84 1.58
O 0.10 -0.28 1.83
H 2.79 1.15 1.96
C -2.02 1.48 2.42
C 4.82 -1.88 3.43
C -1.02 2.89 -3.11
O -1.56 1.54 1.24
O -1.23 3.61 -0.82
C 0.92 -5.13 0.21
C -0.54 -0.44 2.96
N 2.67 0.31 1.39
H 6.46 -1.62 2.04
C 6.30 -1.65 3.12
C 2.14 -4.99 -1.86
H 0.59 -2.16 3.51
H -0.58 -2.47 5.67
H -2.96 0.99 4.91
H -0.41 -3.48 0.62
H 0.05 -0.41 -4.34
C -1.00 2.69 -1.59
H -3.93 -0.97 -3.01
C -4.49 2.70 -4.14
H 6.91 -2.45 3.54
C 3.28 -0.72 1.86
Cl -6.57 -0.72 -4.07
H 4.13 -2.29 0.64
C -4.08 0.05 -3.34
H 1.80 -3.21 -3.02
H -2.13 0.66 -2.78
C 2.91 0.50 4.88
H -2.32 -0.86 6.39
C -0.86 -2.04 -3.28
C -4.68 4.13 -4.54
H 2.95 1.45 5.42
H 2.08 2.26 -0.76
H 2.84 -5.41 -2.57
H -0.37 3.73 -3.36
C 1.55 -3.77 -2.13
C -2.24 -3.52 -4.58
N 3.99 -0.75 3.03
C 1.89 4.36 -0.36
C -5.50 1.76 -4.26
H 6.65 -0.70 3.53
C 0.46 3.48 1.77
C -1.83 -0.74 5.43
H 2.47 -1.83 0.28
C 0.63 -3.23 -1.23
C 3.17 -2.00 1.08
N 0.93 2.57 0.91
C -3.02 2.52 2.80
H -5.67 4.30 -4.96
O -0.65 1.49 -1.22
H 2.29 -6.62 -0.48
C -3.25 2.29 -3.63
C 1.66 3.02 -0.12
C -1.58 0.46 3.33
H -1.02 -1.01 -6.50
H -2.71 3.05 3.70
```

Properties
energy relative to the best compared isomer or geometry (same formula, charge and spin): 41.6 kcal per mole
<S²>: 0.76
spin multiplicity: 2
HOMO-LUMO gap (spin up / spin down): 6.644 / 6.796 eV

---

(4)
Density functional theory data (wB97M-V/def2-TZVPD) for a cluster of 2 separate species, C3H12N3O in total.

```
19
Properties=species:S:1:pos:R:3
H -1.24 1.48 -1.38
N 2.30 -0.83 -0.28
C -0.74 0.76 1.29
H -0.43 -1.66 -1.00
N 1.34 -0.02 0.43
H 0.23 2.03 -0.83
N -0.21 1.28 -1.32
H -1.13 0.22 2.12
C -0.72 -1.27 -0.09
H 1.75 -1.30 -1.01
H 3.07 -0.37 -0.74
H -1.49 1.16 0.66
C 0.04 -0.06 0.33
O -2.14 -1.14 -0.14
H -2.39 -1.55 -0.93
H 0.28 0.89 -2.06
H -0.12 1.55 1.87
H 1.70 0.65 1.07
H -0.31 -1.92 0.73
```

Properties
energy relative to the best compared isomer or geometry (same formula, charge and spin): 96.3 kcal per mole
HOMO-LUMO gap: 10.632 eV
net charge: +1

---

(5)
Density functional theory data (wB97M-V/def2-TZVPD) for the ion C5H6N with charge +1.

```
12
Properties=species:S:1:pos:R:3
H -0.28 2.56 -1.17
C 1.28 0.02 -0.46
C -0.82 1.10 0.30
C -0.70 -1.28 0.14
C -0.25 1.81 -0.49
H -0.91 -2.24 0.69
H 1.52 -0.50 -1.48
C -0.61 -0.07 1.07
H -0.74 -0.31 2.13
N 0.47 -0.60 0.37
H -0.92 -1.29 -0.86
H 1.97 0.81 -0.23
```

Properties
energy relative to the best compared isomer or geometry (same formula, charge and spin): 148.0 kcal per mole
HOMO-LUMO gap: 8.483 eV
net charge: +1

---

In the order shown, the computed max |F| values come out to 1.00 2.09 4.12 3.57 5.61 eV/A.